1.
The following is a DFT calculation (ωB97M-V with the def2-TZVPD basis set) of a cluster of 5 separate species, C5H22N2O4S in total.

```
34
C5H22N2O4S | OMol25 | ωB97M-V with the def2-TZVPD basis set
S -1.078 3.035 -1.898
O 1.893 0.914 0.228
O 1.289 0.128 2.813
O 2.276 3.149 -1.391
O 1.092 -2.900 2.567
N -0.937 0.438 0.051
N 0.900 -1.115 -1.283
C -1.605 2.751 -0.168
C -2.085 1.322 0.052
C -1.254 -0.995 -0.112
C -0.322 -3.249 -0.684
C 0.025 -1.780 -0.317
H 0.249 -3.677 -1.503
H -0.439 0.504 0.932
H 2.379 1.707 -0.059
H 1.644 -2.106 2.591
H -0.738 2.966 0.439
H -0.814 1.769 -2.214
H 1.074 0.778 2.131
H -1.373 -3.374 -0.947
H 1.345 0.663 -0.535
H 1.053 0.449 3.685
H -2.706 1.255 0.954
H 0.626 -1.893 0.591
H -2.679 1.037 -0.818
H 1.714 -1.671 -1.479
H -1.913 -1.141 -0.977
H 0.370 -0.903 -2.127
H 0.207 -2.595 2.352
H 1.455 3.533 -1.723
H -1.846 -1.319 0.750
H -2.373 3.482 0.059
H 2.734 2.747 -2.134
H -0.162 -3.910 0.176
```

Output
SMILES: C[C@@H](N)CNCCS.O.O.O.O
ΔE to the lowest compared entry with this formula, charge and spin in kcal per mole: 23.5
Calculated total energy in Eh: -1012.34209
Charge: 0
Highest occupied orbital energy in eV: -8.9
F_max in eV/Å: 1.59

***

2.
The following is a DFT calculation (ωB97M-V with the def2-TZVPD basis set) of a structure of composition C42H34N5O2PbS7Sb.

```
92
C42H34N5O2PbS7Sb | OMol25 | ωB97M-V with the def2-TZVPD basis set
Pb 2.567 0.272 -2.395
Sb 5.974 2.313 -3.509
S 4.469 1.725 -0.713
S 0.740 2.379 0.076
S -0.440 -1.351 -0.886
S 4.471 3.501 -1.787
S -1.248 0.593 1.156
S 4.469 1.040 -4.686
S 6.273 0.962 -1.368
O 3.663 -1.229 -0.911
O 3.934 -3.378 -0.348
N -0.797 1.976 0.688
N 1.043 1.954 -1.278
N 2.956 -1.999 -3.449
N -0.697 -0.753 0.654
N 0.772 -1.043 -1.610
C 3.323 -4.595 -4.296
C -5.123 -0.465 1.306
C -2.984 -1.792 -2.001
C 2.379 1.845 3.764
C 1.167 4.946 -0.659
C -0.438 -0.680 3.470
C -0.795 -5.808 -0.050
C -1.276 1.423 5.090
C -3.662 1.752 0.457
C -1.915 -0.927 -1.836
C 2.908 -0.082 2.420
C 2.306 0.512 1.322
C 1.746 1.773 1.458
C 3.398 -2.918 -2.597
C -0.682 0.298 5.651
C 1.092 6.326 -0.548
C -0.111 -5.332 -1.161
C -4.019 -1.422 -2.848
C -3.749 -0.444 1.467
C -1.322 -3.558 0.614
C -3.975 -0.204 -3.510
C 0.547 4.159 0.294
C -5.040 1.725 0.303
C -3.035 0.662 1.033
C -1.034 0.444 2.927
C -0.027 -3.968 -1.385
C 0.395 6.904 0.504
C 2.697 -2.334 -4.708
C -0.639 -3.097 -0.500
C 3.599 -4.237 -2.988
C 3.694 -2.483 -1.154
C 2.865 -3.623 -5.178
C 2.920 0.571 3.644
C -1.395 -4.925 0.837
C -1.851 0.289 -2.501
C -0.255 6.103 1.434
C -1.455 1.500 3.720
C -5.764 0.616 0.716
C -2.894 0.651 -3.336
C 1.799 2.458 2.664
C -0.270 -0.752 4.845
C -0.184 4.722 1.332
H -0.539 0.244 6.722
H -4.858 -2.090 -2.995
H -3.064 2.592 0.129
H -1.600 2.238 5.724
H 2.400 2.363 4.714
H -0.821 6.553 2.239
H -0.848 -6.873 0.136
H -3.224 -1.277 1.918
H 1.581 6.947 -1.287
H -5.689 -1.328 1.628
H -4.781 0.075 -4.177
H -1.779 -2.853 1.294
H -0.976 0.920 -2.368
H -5.543 2.565 -0.156
H -0.104 -1.469 2.809
H -1.914 -5.297 1.710
H 0.364 -6.019 -1.848
H 2.292 -0.001 0.368
H 1.700 4.469 -1.471
H 2.371 -1.525 -5.355
H 1.412 3.463 2.746
H 0.344 7.981 0.597
H -3.002 -2.747 -1.491
H 3.361 -1.058 2.303
H -6.836 0.589 0.568
H -1.914 2.370 3.265
H 3.962 -4.946 -2.258
H 3.471 -5.613 -4.635
H 0.186 -1.629 5.283
H 3.364 0.095 4.510
H 0.518 -3.561 -2.229
H -2.863 1.599 -3.858
H -0.709 4.088 2.033
H 2.647 -3.858 -6.211
```

Output
ΔE to the lowest compared entry with this formula, charge and spin in kcal per mole: 0.0
Calculated total energy in Eh: -5265.38339
Charge: 0
Highest occupied orbital energy in eV: -6.3
F_max in eV/Å: 0.90

***

3.
The following is a DFT calculation (ωB97M-V with the def2-TZVPD basis set) of a cluster of 7 separate species, C16H49N3O9 in total.

```
77
C16H49N3O9 | OMol25 | ωB97M-V with the def2-TZVPD basis set
O -0.529 -0.542 0.576
O 1.067 -1.016 3.034
O -0.187 -1.564 -1.880
O -3.390 3.068 -2.894
O 4.316 0.705 -2.076
O -0.425 5.420 4.138
O 3.653 -0.739 0.460
O -1.872 -1.932 -5.147
O 2.304 -5.010 0.445
N -3.090 1.167 -0.571
N 2.384 -7.626 -2.268
N -0.474 1.708 4.772
C -4.096 2.249 -0.661
C 1.441 -3.860 0.670
C 2.828 -6.886 -1.114
C -1.013 -2.301 -4.082
C -0.670 2.746 2.633
C -0.190 2.961 4.061
C -0.947 -1.185 -3.077
C -3.556 3.429 -1.548
C 3.530 1.209 -1.020
C -2.704 4.059 -3.667
C -4.328 2.608 0.814
C 1.835 -5.738 -0.699
C 2.802 0.212 -0.084
C -0.825 6.679 4.676
C -0.866 4.217 4.707
C 4.289 -6.408 -1.418
H -1.935 -2.759 -5.632
H -0.281 1.863 5.751
H 1.778 -3.404 1.601
H 4.924 -7.235 -1.738
H -0.395 3.665 2.115
H -1.336 -3.176 -3.518
H -5.056 1.949 -1.080
H 4.216 1.708 -0.336
H -0.519 -0.310 -3.565
H 0.927 -6.314 -0.523
H 1.621 -5.116 -1.568
H -5.243 3.200 0.816
H 3.243 -7.960 -2.680
H -1.710 2.428 2.552
H -1.942 4.061 4.634
H -1.902 6.661 4.849
H -3.431 0.290 -0.204
H 2.005 -0.301 -0.622
H 0.826 3.347 3.974
H -0.035 -2.457 -4.537
H -1.790 3.711 -4.149
H -2.622 3.766 -1.099
H -1.976 -0.916 -2.837
H -2.375 4.929 -3.098
H 2.962 2.080 -1.345
H 2.014 -0.897 3.103
H 2.925 -7.692 -0.387
H 0.152 0.946 4.556
H 0.424 -4.161 0.924
H -1.163 0.086 0.228
H -3.354 4.361 -4.489
H -3.507 3.164 1.268
H -0.561 7.420 3.922
H -0.124 1.942 2.140
H -4.659 1.767 1.422
H 2.351 0.768 0.739
H 0.841 -0.655 2.177
H -4.247 4.272 -1.568
H -0.596 4.162 5.762
H -0.381 -1.156 -0.143
H -2.686 1.017 -1.484
H 1.376 -3.144 -0.150
H 4.842 1.468 -2.327
H 4.330 -5.614 -2.163
H 1.991 -6.970 -2.928
H -0.303 6.905 5.605
H 3.686 -1.506 -0.117
H 0.708 -1.769 -2.161
H 4.701 -6.055 -0.473
```

Output
SMILES: COC[C@H](C)N.COC[C@H](C)N.COC[C@H](C)N.OCCO.OCCO.O.O
ΔE to the lowest compared entry with this formula, charge and spin in kcal per mole: 42.8
Calculated total energy in Eh: -1480.27136
Charge: 0
Highest occupied orbital energy in eV: -9.1
F_max in eV/Å: 2.29

***

4.
The following is a DFT calculation (ωB97M-V with the def2-TZVPD basis set) of a structure of composition C2H11NO2.

```
16
C2H11NO2 | OMol25 | ωB97M-V with the def2-TZVPD basis set
O -0.990 2.253 -0.315
O -0.346 1.982 2.264
N -0.377 -0.129 -0.107
C 0.791 -0.744 -0.777
C 0.758 -2.268 -0.564
H -1.186 -0.573 -0.529
H -0.634 1.166 -0.302
H 1.742 -0.369 -0.392
H 1.289 -2.868 -1.310
H -0.700 2.856 -1.015
H 0.688 -0.430 -1.832
H -1.221 2.045 2.644
H -0.252 -2.609 -0.335
H -0.503 -0.038 0.911
H 1.345 -2.563 0.325
H -0.405 2.289 1.332
```

Output
ΔE to the lowest compared entry with this formula, charge and spin in kcal per mole: 20.8
Calculated total energy in Eh: -288.00533
Charge: 0
Highest occupied orbital energy in eV: -9.8
F_max in eV/Å: 2.06

***

5.
The following is a DFT calculation (ωB97M-V with the def2-TZVPD basis set) of a structure of composition C2H3NOS2.

```
9
C2H3NOS2 | OMol25 | ωB97M-V with the def2-TZVPD basis set
S 0.929 -0.944 0.217
S 3.658 -0.231 0.024
O -2.660 0.030 0.161
N -1.424 -0.627 -0.367
C -0.438 -0.070 0.462
C 2.099 0.197 -0.179
H -3.163 -0.334 -1.402
H -0.723 0.711 1.851
H 1.722 1.269 -0.766
```

Output
ΔE to the lowest compared entry with this formula, charge and spin in kcal per mole: 239.7
Calculated total energy in Eh: -1004.00563
Charge: 0
Highest occupied orbital energy in eV: -9.0
F_max in eV/Å: 8.30

***

Which formula does entry 4 have?
C2H11NO2

***

Among the records above, which one has the highest F_max?
C2H3NOS2